1.
Computed, not measured: C12H32O12S4Sn as an isolated structure at a distorted geometry, with the ωB97M-V functional and the def2-TZVPD basis.

Multiplicity = 1
HOMO-LUMO gap = 9.244 eV
Total charge = +2
HOMO level = -14.87 eV

Structure (XYZ):
```
61
Properties=species:S:1:pos:R:3:forces:R:3:mulliken_charge:R:1
Sn -1.62728 0.42163 -0.97816 -7.77 -6.29 -9.91 0.711
O 1.48704 -1.14714 -1.10378 -1.76 -0.39 -2.05 -0.751
S 0.46451 -1.39230 -2.12861 4.27 -0.80 -3.12 1.065
O -0.97685 -1.42229 -1.73322 5.57 1.25 -8.01 -0.784
O 0.74898 -0.23198 -3.29375 -2.30 -1.99 1.48 -0.311
C 2.12305 0.01173 -3.58921 0.80 3.08 -0.64 0.208
C 2.12209 1.27358 -4.55345 0.66 -1.86 0.09 -1.343
C 0.91540 -3.10321 -2.97294 1.52 2.97 0.43 -1.239
H 2.66362 -0.85224 -3.97577 -0.24 0.03 0.02 0.451
H 2.55970 0.46882 -2.70122 0.31 -1.20 -0.51 -0.257
H 1.88269 2.18663 -4.00835 -0.51 -0.18 -0.20 0.326
H 1.53812 1.05752 -5.44810 -0.32 0.44 0.23 0.376
H 3.14414 1.40112 -4.91016 0.14 -0.05 0.07 0.421
H 0.64700 -3.70047 -2.10154 0.87 -0.15 -0.77 0.472
H 1.98260 -3.04315 -3.18640 0.34 0.23 0.95 0.635
H 0.57191 -3.23504 -3.99897 -1.15 0.06 0.51 0.383
O 0.50393 -3.14523 -0.16277 -3.81 1.31 1.71 -0.648
S -0.73207 -2.36975 0.16508 -0.91 -6.00 2.29 1.192
O -0.59529 -0.93611 0.25891 -0.51 0.05 4.12 -0.240
O -1.97430 -2.79119 -0.81974 -0.90 -1.04 2.69 -0.167
C -2.05641 -4.12818 -1.25075 0.24 -2.76 -0.90 -0.423
C -1.55542 -4.47407 -2.69454 -1.19 0.35 0.25 -1.137
C -1.69291 -2.89316 1.70250 2.47 -0.30 -1.16 -1.025
H -3.08355 -4.44816 -1.07553 -0.07 0.22 -0.30 0.434
H -1.45707 -4.79121 -0.62683 0.09 0.18 0.46 0.365
H -2.18435 -4.06596 -3.48574 0.11 0.75 0.09 0.371
H -1.71683 -5.53025 -2.91027 0.28 -0.28 0.68 0.470
H -0.50709 -4.20954 -2.83290 -1.98 -1.05 -0.13 0.028
H -1.87413 -3.95933 1.56635 -0.21 0.11 -0.09 0.443
H -2.60521 -2.29979 1.76356 0.39 0.08 0.07 0.376
H -0.91543 -2.80548 2.46139 -0.58 0.34 0.53 0.440
O -0.25736 1.94352 2.25071 -3.91 -0.57 -0.33 -0.604
S -1.31444 2.43050 1.37189 -1.92 5.46 6.17 1.397
O -1.77810 1.65257 0.25604 -5.79 7.61 8.87 -0.275
O -2.74352 2.73979 2.21987 2.44 -1.11 -1.55 -0.323
C -2.54558 3.18401 3.59660 0.71 1.57 0.41 -0.003
C -3.78286 3.84369 4.13184 -0.71 -1.01 0.39 -1.386
C -0.85849 4.18236 0.83137 -0.28 -0.64 -0.45 -0.888
H -1.78786 3.96735 3.61521 0.55 -0.30 -0.20 0.314
H -2.25306 2.36294 4.25109 0.04 -0.11 -0.36 0.294
H -4.17101 4.75106 3.66912 0.23 -0.34 -0.51 0.353
H -3.59165 4.12057 5.16860 0.15 -0.15 0.08 0.390
H -4.50129 3.02428 4.15468 -0.71 0.51 0.07 0.351
H -0.07130 4.06397 0.08677 -0.81 0.31 -0.16 0.416
H -0.35401 4.67912 1.66014 -0.32 -0.37 0.30 0.424
H -1.70697 4.76654 0.47513 -0.27 -0.51 0.16 0.368
O -0.03572 1.18192 -0.48916 10.17 2.30 -0.21 -0.188
S 1.12405 1.57686 0.31344 6.96 0.04 0.69 0.790
O 1.21920 2.92093 0.88836 1.45 -2.43 -2.19 -0.512
O 1.47825 0.39215 1.39990 -0.60 1.36 -1.25 0.118
C 2.34403 0.80164 2.48722 1.68 -0.85 2.15 -0.223
C 2.83475 -0.41933 3.35132 -2.41 0.87 0.08 -1.370
C 2.62139 1.31369 -0.74409 -1.23 1.09 1.14 -1.245
H 1.87335 1.45509 3.22176 -0.51 0.17 -0.66 0.279
H 3.30000 1.26404 2.24145 -0.42 0.36 -1.27 0.297
H 3.60488 -0.01949 4.01096 0.71 -0.53 -0.63 0.432
H 2.92893 -1.36155 2.81147 0.85 0.30 0.03 0.320
H 2.04516 -0.57483 4.08649 -0.29 -0.43 -0.06 0.356
H 2.57186 2.02431 -1.56911 -0.15 -0.03 0.01 0.389
H 2.56350 0.26224 -1.02548 0.54 0.63 0.42 0.327
H 3.44305 1.62448 -0.09881 0.02 -0.30 0.00 0.559
```
Positions in Å, forces in eV/Å.

***

2.
Computed, not measured: a 4-piece molecular cluster, C12H32O4 overall at a distorted geometry, with the ωB97M-V functional and the def2-TZVPD basis.

Multiplicity = 1
HOMO-LUMO gap = 10.869 eV
Total charge = 0
HOMO level = -10.03 eV
Structure (SMILES) = CC(C)O.CC(C)O.CC(C)O.CC(C)O

Structure (XYZ):
```
48
Properties=species:S:1:pos:R:3:forces:R:3:mulliken_charge:R:1
C -7.65628 -2.01595 7.30600 -0.35 1.24 0.62 -1.160
C -6.41081 -2.05079 8.13117 -0.25 -0.80 1.34 0.520
C -5.68065 -0.75336 8.34573 0.63 0.47 -0.85 -1.299
O -6.79398 -2.45216 9.48533 0.61 -0.08 -0.62 -0.555
H -7.37931 -1.86287 6.26295 -0.55 -0.06 -0.08 0.327
H -8.19253 -1.17664 7.74883 -0.43 0.34 -0.66 0.286
H -8.31341 -2.86010 7.51502 0.35 -0.34 -0.49 0.339
H -5.76680 -2.77560 7.63318 0.56 -0.25 0.51 0.216
H -5.45275 -0.26810 7.39669 -0.14 -0.02 -0.26 0.369
H -4.69796 -0.93550 8.78075 -0.16 -0.07 0.33 0.314
H -6.21721 -0.01026 8.93565 -0.21 -0.34 0.16 0.336
H -7.09057 -3.36472 9.45582 -0.06 -0.11 0.01 0.307
C 1.58472 1.37846 -8.75319 0.36 0.79 0.02 -1.267
C 2.38374 0.50148 -9.73225 -0.92 1.80 1.09 0.519
C 3.88802 0.59091 -9.44356 0.85 -1.12 -0.40 -1.280
O 1.94240 -0.76149 -9.44289 0.69 -3.42 0.34 -0.560
H 1.65138 2.43432 -9.01551 0.13 0.14 0.37 0.306
H 1.96072 1.15638 -7.75449 0.49 0.43 0.03 0.329
H 0.53177 1.14618 -8.59364 -0.23 -0.25 -0.90 0.392
H 2.15865 0.68273 -10.78324 0.20 0.65 -0.14 0.236
H 4.41817 -0.03573 -10.16076 -0.07 -0.06 -0.34 0.318
H 4.19884 0.12964 -8.50616 -0.70 -0.04 0.37 0.338
H 4.44955 1.52510 -9.45280 -0.88 0.50 -0.26 0.359
H 0.99434 -0.90260 -9.49660 0.06 0.57 -0.17 0.311
C -1.52873 -2.90895 0.35824 2.14 0.26 -0.36 -1.280
C -1.91146 -1.74224 -0.54164 0.79 -2.23 -2.51 0.425
C -1.58284 -2.00945 -2.07144 0.40 1.18 1.37 -1.243
O -3.29557 -1.78382 -0.55214 -1.62 0.95 0.66 -0.506
H -1.77423 -3.89831 -0.02776 -0.81 0.26 -0.14 0.328
H -1.87841 -2.76563 1.38064 0.00 -0.10 0.06 0.398
H -0.44101 -2.97908 0.35115 0.31 0.18 0.58 0.336
H -1.48462 -0.77695 -0.26937 -0.02 0.05 0.40 0.215
H -1.98318 -2.97659 -2.37555 0.07 0.20 -0.08 0.328
H -0.53236 -1.86955 -2.32642 0.22 -0.53 0.25 0.378
H -2.04013 -1.16691 -2.59020 -0.49 -0.32 -0.24 0.297
H -3.47368 -1.98173 0.37019 -0.98 0.09 0.00 0.325
C 4.94476 4.00542 1.13359 0.27 0.42 0.26 -1.257
C 5.77092 3.33444 2.26223 0.26 -1.04 -1.51 0.516
C 6.84562 2.36840 1.76648 0.30 -0.59 -0.02 -1.149
O 6.45919 4.27925 3.05042 -0.59 1.28 -0.03 -0.554
H 4.30217 4.75149 1.60108 0.09 0.22 -0.15 0.302
H 4.28268 3.37392 0.54117 0.00 -0.74 0.62 0.371
H 5.52731 4.45222 0.32792 0.49 0.40 0.44 0.324
H 5.04776 2.74338 2.82419 -0.03 0.09 0.48 0.170
H 7.57061 2.76460 1.05547 -0.31 0.51 -0.14 0.297
H 6.47849 1.43501 1.33976 -0.29 0.01 0.01 0.347
H 7.45871 2.10800 2.62927 -0.04 -0.26 0.13 0.303
H 6.72818 3.92370 3.90062 -0.14 -0.30 -0.11 0.331
```
Positions in Å, forces in eV/Å.